Computed, not measured: one molecule with the formula C6H12O in a non-equilibrium geometry, with ωB97M-V/def2-TZVPD.

The geometry in XYZ format:
```
19
Properties=species:S:1:pos:R:3:forces:R:3
C 1.479794 -1.375671 1.144657 -0.36 0.18 -0.14
C 0.751550 -1.222921 -0.215163 0.60 0.57 -0.82
C 1.232844 -0.011232 -1.016997 0.77 0.11 -0.27
C -0.198566 0.076144 -0.872752 0.47 -1.18 0.45
C -0.965118 0.727446 0.256404 0.66 0.11 -0.43
C -1.882149 1.876280 -0.186033 -0.04 -0.30 0.07
O -1.607715 -0.408302 0.753098 1.43 -1.49 0.18
H 1.357638 -0.484538 1.766802 -0.03 -0.08 -0.06
H 2.563421 -1.515385 0.978151 -0.45 0.08 -0.08
H 1.122402 -2.234428 1.725714 -0.07 0.20 -0.21
H 0.761491 -2.149098 -0.797306 -0.28 0.41 0.05
H 1.810292 0.672580 -0.406325 0.16 0.07 -0.13
H 1.645592 -0.228586 -1.989880 0.15 0.22 -0.17
H -0.851124 -0.274581 -1.681525 0.36 -0.01 0.29
H -0.231765 1.148919 0.975138 -0.16 -0.09 -0.04
H -1.305243 2.730351 -0.574756 -0.09 -0.34 0.13
H -2.462311 2.222848 0.674893 0.08 -0.07 -0.13
H -2.585980 1.545271 -0.957058 0.09 0.00 0.09
H -0.674030 -1.101035 0.426736 -3.32 1.60 1.21
```
Forces are in eV/Å.

Computed properties:
highest occupied orbital energy = -8.98 eV
structure (SMILES) = C[C@@H]1C[C@@H]1[C@@H](C)O
frontier orbital gap = 9.99 eV
E_tot = -310.941898 Eh
LUMO level = 0.0369 Ha
strongest force on any atom = 3.878 eV/Å



Computed, not measured: a 2-piece molecular cluster, C6H12O overall, with ωB97M-V/def2-TZVPD.

The geometry in XYZ format:
```
19
Properties=species:S:1:pos:R:3:forces:R:3
C -1.447780 1.539946 -0.553296 0.03 -0.03 0.04
C -0.421586 1.507991 0.569913 0.04 0.30 -0.09
O -1.016606 1.169119 1.852230 -0.47 0.26 0.31
C -0.372776 -0.123360 1.818749 0.17 -0.11 0.23
C 0.633534 0.463827 0.865239 -0.39 0.23 0.41
C 1.841492 -1.218078 -0.639330 0.19 -0.28 -0.13
C 0.332800 -1.304810 -1.028174 0.03 -0.20 -0.46
H -2.146187 2.349176 -0.321882 0.06 -0.07 -0.07
H -0.995118 1.742599 -1.531053 0.02 -0.05 0.24
H -2.025954 0.613232 -0.619416 0.13 0.07 0.08
H 0.092939 2.475435 0.619564 -0.22 0.15 0.01
H -1.032887 -0.918574 1.446405 0.08 0.14 0.05
H 0.043735 -0.421101 2.787894 -0.14 0.05 -0.06
H 2.282774 -0.250280 -0.395932 -0.44 -0.20 -0.37
H 2.342617 -1.599600 -1.520405 0.36 -0.27 -0.17
H 2.124016 -1.871775 0.200635 -0.38 0.18 -0.21
H 0.230646 -1.054601 -2.092987 0.06 -0.20 0.17
H -0.501984 -0.754170 -0.574407 0.89 0.12 0.26
H 0.036325 -2.344975 -0.883744 -0.03 -0.09 -0.26
```
Forces are in eV/Å.

Computed properties:
highest occupied orbital energy = -8.23 eV
frontier orbital gap = 8.35 eV
E_tot = -310.831252 Eh
LUMO level = 0.0043 Ha
strongest force on any atom = 0.934 eV/Å



Computed, not measured: one molecule with the formula C6H12O in a non-equilibrium geometry, with ωB97M-V/def2-TZVPD.

The geometry in XYZ format:
```
19
Properties=species:S:1:pos:R:3:forces:R:3
C -1.039476 0.722232 -2.287442 0.11 -0.22 0.02
C -0.319328 1.243715 -1.043837 0.26 -0.31 0.05
C 0.800161 0.428134 -0.313273 -0.26 -1.47 0.56
C 0.926258 0.759511 1.125036 0.09 0.04 0.64
C 0.674863 -0.679982 1.101259 -0.75 0.58 0.79
C -0.608094 -1.417247 1.260729 -0.25 0.09 0.24
O 1.787433 -1.332674 1.659628 0.11 -0.12 -1.03
H -1.664107 1.504991 -2.745680 0.25 -0.16 0.23
H -1.703513 -0.112376 -2.043936 0.13 -0.02 -0.07
H -0.319900 0.393942 -3.041638 -0.10 -0.06 0.02
H -1.090925 1.590556 -0.325460 0.42 -0.44 -0.07
H 0.190462 2.183749 -1.333583 -0.04 -0.37 0.15
H 1.379261 -0.506025 -0.512900 0.44 1.67 -1.82
H 0.106069 1.323521 1.558827 0.14 0.32 -0.25
H 1.911023 1.050624 1.468364 -0.04 0.05 0.47
H -0.891072 -1.417515 2.313554 -0.31 -0.15 0.11
H -0.510176 -2.468011 0.938483 0.09 0.35 0.03
H -1.392315 -0.970913 0.646677 -0.01 0.02 0.21
H 1.763375 -2.296232 1.575192 -0.26 0.19 -0.29
```
Forces are in eV/Å.

Computed properties:
highest occupied orbital energy = -7.28 eV
structure (SMILES) = CC[C@H]1C[C@]1(C)O
frontier orbital gap = 8.18 eV
E_tot = -310.926998 Eh
LUMO level = 0.0332 Ha
strongest force on any atom = 2.509 eV/Å



Computed, not measured: one molecule with the formula C6H12O, with ωB97M-V/def2-TZVPD.

The geometry in XYZ format:
```
19
Properties=species:S:1:pos:R:3:forces:R:3
C -1.105401 1.441156 0.807478 -0.01 -0.01 -0.03
C 0.358620 1.071758 1.082842 0.04 -0.01 0.12
C 1.198070 0.351166 0.004283 0.05 0.06 -0.02
C 0.550062 -0.800252 -0.791068 -0.07 -0.01 0.04
C 0.104345 -1.996162 0.042005 -0.03 -0.02 0.09
C -0.559617 -0.223455 -1.638124 -0.30 -0.09 -0.01
O -1.714982 -0.570446 -1.616037 0.44 0.04 -0.14
H -1.464591 2.069140 1.631105 0.04 -0.10 -0.14
H -1.247827 2.013360 -0.116810 0.12 -0.10 0.10
H -1.760907 0.566131 0.755845 0.15 0.11 -0.04
H 0.898226 1.998719 1.313020 -0.02 -0.15 0.06
H 0.380850 0.479576 2.004960 0.01 0.02 -0.10
H 2.089862 -0.048076 0.503672 -0.08 0.07 -0.12
H 1.569746 1.087071 -0.722173 -0.11 -0.04 0.09
H 1.311017 -1.134096 -1.517391 -0.13 0.08 0.09
H -0.540802 -2.657361 -0.544339 0.10 0.10 0.09
H 0.971019 -2.573581 0.382502 -0.12 0.14 -0.02
H -0.462338 -1.681405 0.923536 0.03 -0.03 -0.12
H -0.224821 0.600353 -2.311149 -0.11 -0.09 0.05
```
Forces are in eV/Å.

Computed properties:
highest occupied orbital energy = -9.71 eV
structure (SMILES) = CCC[C@@H](C)C=O
frontier orbital gap = 10.66 eV
E_tot = -311.039512 Eh
LUMO level = 0.0350 Ha
strongest force on any atom = 0.464 eV/Å



Computed, not measured: one molecule with the formula C6H12O in a non-equilibrium geometry, with ωB97M-V/def2-TZVPD.

The geometry in XYZ format:
```
19
Properties=species:S:1:pos:R:3:forces:R:3
C -0.873304 -1.890588 0.496151 0.90 -1.00 0.20
C 0.468199 -1.717524 -0.182726 1.60 0.63 0.13
C 0.658978 -0.422059 -1.029710 -0.24 -1.00 1.68
C 1.035430 0.819669 -0.210789 -0.23 0.96 0.21
C -0.000918 1.962463 -0.066509 0.59 0.33 -0.77
C -1.181732 1.806464 0.835236 0.28 0.20 0.05
O -1.406340 2.596980 1.714747 -0.24 0.05 0.20
H -0.824896 -2.694322 1.246742 0.14 0.37 0.00
H -1.565810 -2.278629 -0.217170 -1.02 0.35 -0.52
H -1.158077 -0.973528 0.991081 -0.43 0.08 0.00
H 0.771513 -2.508962 -0.868276 -0.52 -0.49 0.24
H 1.237720 -1.700987 0.587849 0.23 -0.13 0.14
H -0.326439 -0.411293 -1.480165 0.12 0.95 -1.02
H 1.503284 -0.618232 -1.686942 -0.47 0.01 -0.55
H 1.855535 1.338781 -0.705592 0.15 -0.17 -0.20
H 1.462094 0.580816 0.772266 -0.30 -0.29 -0.08
H 0.482430 2.906241 0.180422 0.30 -0.14 0.83
H -0.284662 2.257618 -1.075024 -0.78 -0.54 -0.37
H -1.853007 0.947090 0.698410 -0.08 -0.16 -0.16
```
Forces are in eV/Å.

Computed properties:
highest occupied orbital energy = -9.76 eV
structure (SMILES) = CCCCCC=O
frontier orbital gap = 10.75 eV
E_tot = -311.013153 Eh
LUMO level = 0.0367 Ha
strongest force on any atom = 1.971 eV/Å



Computed, not measured: one molecule with the formula C6H12O, with ωB97M-V/def2-TZVPD.

The geometry in XYZ format:
```
19
Properties=species:S:1:pos:R:3:forces:R:3
C -2.224264 -0.998557 -0.780760 -0.06 -0.02 -0.04
C -0.915554 -0.360230 -0.286552 0.02 -0.09 -0.04
C -1.247637 0.783339 0.687108 0.06 0.04 0.10
C -0.032581 -1.528854 0.177668 0.23 0.28 0.02
O 1.147564 -1.302258 0.685726 -0.34 -0.19 -0.12
C 1.841272 -0.067250 1.045138 0.04 0.25 0.08
C 2.348250 0.740209 -0.134660 -0.06 -0.01 -0.08
H -2.840991 -0.279022 -1.332528 0.12 -0.06 0.10
H -2.017582 -1.856122 -1.426720 -0.01 0.15 0.09
H -2.812803 -1.367340 0.068658 0.13 0.06 -0.11
H -0.395967 0.055589 -1.168070 0.01 -0.08 0.12
H -1.582731 0.387540 1.653303 0.08 0.04 -0.12
H -2.076017 1.375035 0.279122 0.15 -0.12 0.06
H -0.416541 1.471624 0.862142 -0.10 -0.11 -0.02
H 1.208798 0.521447 1.711665 0.02 -0.08 -0.13
H 2.688884 -0.441844 1.624948 -0.15 0.10 -0.05
H 1.538373 1.113650 -0.767041 0.09 -0.05 0.11
H 3.033025 0.150524 -0.751844 -0.15 0.04 0.09
H 2.902277 1.605065 0.248867 -0.09 -0.13 -0.06
```
Forces are in eV/Å.

Computed properties:
highest occupied orbital energy = -7.71 eV
frontier orbital gap = 8.44 eV
E_tot = -310.933399 Eh
LUMO level = 0.0269 Ha
strongest force on any atom = 0.408 eV/Å